No. 1
Density functional theory data (the ωB97M-V functional and the def2-TZVPD basis) for a structure of composition C5H8O.

The calculation puts the energy relative to the best compared isomer or geometry (same formula, charge and spin) at 133.2 kcal/mol. The total energy is -270.3457 Ha. For the molar mass, the calculation gives 84.1 g/mol. The calculation puts the HOMO-LUMO gap (spin up / spin down) at 5.65 / 7.36 eV.

The geometry in ORCA input format:
```
! wB97M-V def2-TZVPD RIJCOSX def2/J DEFGRID3
* xyz 0 1
O -1.4205 1.7588 0.4046
C -0.6861 0.6356 0.2848
C -1.0779 -0.6581 -0.4716
C 0.1598 -1.4820 -0.4268
C 1.3343 -0.4843 -0.4127
C 0.7484 0.5977 0.4177
H -0.8681 2.5482 0.2906
H -0.1341 0.1166 1.3216
H -1.3359 -0.2791 -1.4764
H -1.9722 -1.1298 -0.0568
H 0.1854 -2.1222 0.4643
H 1.5644 -0.0777 -1.4170
H 2.2622 -0.8935 -0.0031
H 1.2615 1.3634 1.0063
*
```

No. 2
Density functional theory data (the ωB97M-V functional and the def2-TZVPD basis) for a structure of composition C4H2GaO.

The calculation puts the energy relative to the best compared isomer or geometry (same formula, charge and spin) at 27.9 kcal/mol. The total energy is -2153.1027 Ha. For the molar mass, the calculation gives 135.8 g/mol. The calculation puts the HOMO-LUMO gap (spin up / spin down) at 6.41 / 5.51 eV.

The geometry in ORCA input format:
```
! wB97M-V def2-TZVPD RIJCOSX def2/J DEFGRID3
* xyz 1 1
C 0.5397 -0.5318 1.1335
C 0.8367 0.5332 1.6987
H 0.9134 1.4019 2.3329
O -1.9957 0.1357 -0.3103
C -0.9308 -0.1883 -0.8977
C 0.3506 -0.2341 -0.3018
H 1.2110 -0.3811 -0.9639
Ga -0.9249 -0.7355 -2.6914
*
```

No. 3
Density functional theory data (the ωB97M-V functional and the def2-TZVPD basis) for a structure of composition C28H25BrNO9P3RuSe.

The calculation puts the energy relative to the best compared isomer or geometry (same formula, charge and spin) at 26.5 kcal/mol. The total energy is -7908.4847 Ha. For the molar mass, the calculation gives 872.4 g/mol. The calculation puts the HOMO-LUMO gap (spin up / spin down) at 8.16 / 6.23 eV. Its expectation value of S² is 6.044.

The geometry in ORCA input format:
```
! wB97M-V def2-TZVPD RIJCOSX def2/J DEFGRID3
* xyz 0 5
Ru -0.3519 0.5649 1.1569
C 4.1047 1.5722 3.8601
C 2.7680 1.4853 3.1297
O 2.2450 2.7805 2.8334
P 1.4602 0.6772 4.1047
O 1.3669 1.6513 5.3621
O 1.9533 -0.7224 4.6416
O 0.1517 0.5322 3.4199
P 3.0003 0.6869 1.4737
O 3.3695 -0.7975 1.9814
O 4.0811 1.3070 0.7004
O 1.6093 0.6125 0.8400
H 3.9894 2.0661 4.8271
H 4.7893 2.1488 3.2387
H 4.5494 0.5877 4.0128
H 2.3256 3.3290 3.6235
H 0.4680 1.7519 5.7008
H 2.9051 -0.8234 4.7590
H 4.0169 -1.2218 1.4063
C -5.0752 -0.0991 -2.3369
C -4.5026 1.0939 -2.7592
C -3.1445 1.3119 -2.5873
C -2.3493 0.3333 -1.9954
C -2.9312 -0.8603 -1.5712
C -4.2909 -1.0763 -1.7418
P -0.5816 0.5546 -1.6515
C 0.2981 0.3964 -3.2303
C -0.3210 -0.0208 -4.4041
C 0.4198 -0.1436 -5.5729
C 1.7753 0.1495 -5.5728
C 2.3981 0.5598 -4.3998
C 1.6664 0.6768 -3.2295
C -0.4350 2.2919 -1.1809
C -0.3525 3.4430 -1.9577
C -0.2992 4.6739 -1.3229
C -0.3325 4.7518 0.0680
C -0.3996 3.6047 0.8458
C -0.4325 2.3716 0.2054
H -6.1390 -0.2586 -2.4565
H -5.1175 1.8614 -3.2114
H -2.7052 2.2518 -2.9000
H -2.3216 -1.6097 -1.0812
H -4.7366 -1.9975 -1.3906
H -1.3799 -0.2478 -4.4052
H -0.0663 -0.4665 -6.4845
H 2.3494 0.0556 -6.4856
H 3.4569 0.7841 -4.3954
H 2.1551 0.9882 -2.3118
H -0.3180 3.3694 -3.0383
H -0.2327 5.5817 -1.9085
H -0.2966 5.7215 0.5488
H -0.4043 3.6764 1.9256
Br 1.1048 -8.0889 0.8576
C 0.4175 -6.3286 1.0049
C 1.2216 -5.2582 0.6511
C 0.7153 -3.9719 0.7624
C -0.5816 -3.7641 1.2166
C -1.3727 -4.8521 1.5649
C -0.8773 -6.1423 1.4628
C -1.1632 -2.3803 1.3295
O -2.3113 -2.2004 1.6681
O -0.2972 -1.4401 1.0175
H 2.2273 -5.4298 0.2931
H 1.3212 -3.1175 0.4932
H -2.3798 -4.6694 1.9152
H -1.4862 -6.9941 1.7317
Se -5.0921 1.1044 1.7918
C -3.3852 0.8856 1.6335
N -2.2166 0.7366 1.5234
*
```

No. 4
Density functional theory data (the ωB97M-V functional and the def2-TZVPD basis) for a cluster of 2 separate species, C3H6NO3S2 in total.

The calculation puts the energy relative to the best compared isomer or geometry (same formula, charge and spin) at 42.0 kcal/mol. The total energy is -1194.7464 Ha. For the molar mass, the calculation gives 168.2 g/mol. The calculation puts the HOMO-LUMO gap at 7.71 eV.

The geometry in ORCA input format:
```
! wB97M-V def2-TZVPD RIJCOSX def2/J DEFGRID3
* xyz -1 1
C 3.6321 0.6895 -1.2927
C -1.1966 1.1819 0.2044
C 2.6073 -0.0226 -0.9484
N -2.7066 -0.9493 1.4919
O -0.2535 -1.5912 0.7681
O 4.7002 1.1902 -1.5327
O -2.2194 -2.5573 -0.4215
S -1.6027 0.1194 -1.1111
S -1.7088 -1.4571 0.3799
H -1.9784 1.4642 0.8646
H -0.7747 2.2017 0.0150
H -0.5371 0.7826 0.9754
H 2.1139 -0.7739 -1.5680
H 2.0354 0.2949 -0.0759
H -2.1111 -0.5732 2.2511
*
```

No. 5
Density functional theory data (the ωB97M-V functional and the def2-TZVPD basis) for a structure of composition C20H22BFN2O6W.

The calculation puts the energy relative to the best compared isomer or geometry (same formula, charge and spin) at 10.4 kcal/mol. The total energy is -1528.2989 Ha. For the molar mass, the calculation gives 600.1 g/mol. The calculation puts the HOMO-LUMO gap at 5.00 eV.

The geometry in ORCA input format:
```
! wB97M-V def2-TZVPD RIJCOSX def2/J DEFGRID3
* xyz -2 1
W -2.1908 1.1334 0.3936
O 0.5641 -0.6285 4.7268
C 1.1599 0.5458 4.5295
C 2.1702 0.9616 5.4041
C 2.8129 2.1744 5.2181
C 2.4636 3.0029 4.1570
C 1.4591 2.5976 3.2879
C 0.8005 1.3871 3.4532
C -0.2661 0.9768 2.5060
O -0.5575 1.7709 1.5233
N -0.8231 -0.1785 2.7070
N -1.8604 -0.5140 1.7986
C -1.3065 -0.9573 0.5550
C -2.1488 -1.9281 -0.1599
C -1.8034 -3.2127 -0.5424
C -2.7239 -4.0421 -1.1841
C -4.0067 -3.5647 -1.4308
C -4.3695 -2.2724 -1.0711
C -3.4339 -1.4301 -0.4574
O -3.6831 -0.1666 -0.1999
H -0.1433 -0.7032 3.9414
H 2.4328 0.3056 6.2258
H 3.5945 2.4753 5.9085
H 2.9660 3.9515 4.0098
H 1.1570 3.2136 2.4502
H -0.2373 -1.1724 0.5693
H -0.8047 -3.5779 -0.3181
H -2.4483 -5.0502 -1.4741
H -4.7341 -4.2049 -1.9214
H -5.3583 -1.8843 -1.2864
C 0.5534 -1.4730 -2.7379
C 0.5594 0.0478 -2.8687
C 0.6468 0.4432 -4.3337
O -0.6672 0.5370 -2.3280
B -0.4739 0.8065 -0.9562
O 0.9146 0.8027 -0.7025
C 1.6087 0.7203 -1.9419
C 1.9445 2.1470 -2.3777
C 2.8898 -0.0744 -1.7437
H -0.3518 -1.8597 -3.2075
H 0.5251 -1.7659 -1.6883
H 1.4270 -1.9273 -3.2145
H -0.1290 -0.0818 -4.8937
H 1.6207 0.1712 -4.7528
H 0.4909 1.5133 -4.4600
H 1.0278 2.7152 -2.5400
H 2.5487 2.1674 -3.2890
H 2.5028 2.6270 -1.5727
H 2.6805 -1.0400 -1.2864
H 3.5572 0.4760 -1.0781
H 3.4035 -0.2349 -2.6966
O -2.9777 2.2727 -0.6663
F -2.9828 2.0011 2.0167
*
```